Entry 1:
17
Properties=species:S:1:pos:R:3:forces:R:3:mulliken_charge:R:1 method="wB97M-V/def2-TZVPD" e_tot_ev=-8425.9131 orbital_gap_ev="8.52 / 7.65" largest_force_ev_per_a=5.346 e_above_lowest_kj_mol=514.0 mol_weight_g_mol=98.14
C 0.741325 0.411137 0.293077 -0.336 -1.211 1.444 0.05
H 0.322218 0.874418 1.260119 0.750 -0.178 -1.674 0.29
C -0.053695 0.167842 -1.656650 -0.840 0.561 -0.198 -0.74
H 1.851178 -1.050054 1.383960 -0.793 -2.476 1.630 0.42
C -0.272213 -0.514446 -0.363386 -2.014 0.305 -0.739 0.41
C 0.688796 1.113598 -1.063129 -0.091 -0.400 0.875 -0.29
H 0.924359 2.089578 -1.381776 0.637 0.946 -0.252 0.41
H -0.463517 0.181352 -2.684780 0.162 -0.461 0.822 0.36
H 2.516338 0.439058 1.267133 1.201 -0.561 -0.954 0.34
H 2.506295 -0.772145 -0.250071 0.335 0.359 0.669 0.35
H -1.790095 1.233157 1.075734 1.359 2.882 0.843 0.45
H -2.404182 -0.398488 1.562481 0.134 -1.393 1.790 0.32
C -2.274348 0.373264 0.897109 -1.463 -2.343 -4.577 -1.09
C 2.046511 -0.361381 0.660242 -0.548 3.778 -1.214 -1.42
O -0.393519 -1.845628 -0.184282 0.263 -0.743 0.340 -0.48
H -0.882497 -2.272553 -0.906907 0.232 0.480 0.263 0.36
H -3.062955 0.331296 0.091130 1.012 0.456 0.931 0.26

Entry 2:
44
Properties=species:S:1:pos:R:3:forces:R:3:mulliken_charge:R:1 method="wB97M-V/def2-TZVPD" total_charge=-1 e_tot_ev=-54669.5752 orbital_gap_ev=4.67 largest_force_ev_per_a=4.655 e_above_lowest_kj_mol=0.0 mol_weight_g_mol=405.37
H 10.970294 -16.035933 -2.209933 0.128 0.611 0.433 0.36
H 9.027380 -14.498505 7.406052 -0.071 0.276 -0.395 0.30
O 13.182175 -13.169011 3.796857 -0.270 -0.626 -0.130 -0.37
H 8.725859 -16.927500 5.809765 -0.439 -0.095 0.234 0.29
H 9.150088 -16.330948 -2.100316 0.282 0.522 -0.139 0.35
O 9.267413 -15.001830 4.225551 -0.309 -0.414 0.032 -0.34
H 9.394516 -16.016162 0.403277 -0.588 0.567 0.130 0.23
K 13.752408 -15.483660 2.091602 -0.609 0.261 1.590 0.89
H 7.188237 -16.319530 6.569856 0.182 0.054 0.209 0.38
O 15.104861 -15.668864 0.296922 -2.314 -1.135 -3.104 -0.95
O 14.291058 -16.542357 -1.753655 -0.986 1.610 3.960 -0.72
H 11.274247 -17.986815 -0.824033 -0.128 -0.053 0.284 0.07
H 10.247257 -17.363055 -2.974238 -0.025 -0.448 0.539 0.35
H 9.109579 -13.092460 6.271028 0.097 0.214 -0.003 0.07
H 10.424087 -10.412467 6.139095 -0.823 0.242 -0.488 0.32
C 10.522153 -15.158871 4.726006 -2.918 0.967 1.657 0.63
H 9.128315 -10.647868 4.842685 -0.250 0.158 0.534 0.29
H 9.785203 -8.998249 5.190213 0.134 -0.469 -0.114 0.38
O 12.758824 -15.924941 -0.044693 3.160 -0.320 -1.502 -0.87
C 14.065289 -16.055755 -0.544982 0.725 -0.318 -0.929 0.60
H 7.561152 -14.240476 4.970876 -0.565 0.013 -0.013 0.35
C 12.432282 -9.902112 4.455135 1.889 -0.606 1.862 -0.47
C 12.648872 -12.134579 3.964613 -0.099 2.211 0.424 0.50
H 7.230159 -16.721207 4.858033 0.413 0.229 0.248 0.35
C 9.198486 -14.169398 6.367089 -0.487 -1.221 0.068 -0.13
H 12.790188 -9.034064 3.935308 -0.401 0.638 -0.152 0.29
O 13.338812 -10.939848 4.076755 -0.487 -1.182 -0.557 -0.36
C 7.826858 -16.306417 5.689054 0.258 0.172 -0.601 -1.29
H 11.092802 -16.306155 0.903136 -0.404 -0.353 -0.641 0.09
H 10.826196 -10.239940 3.129986 -0.516 0.684 -0.438 0.33
O 10.477243 -14.618963 6.003963 2.004 -0.346 -0.177 -0.37
O 9.716980 -17.774852 1.421586 -1.149 -0.922 -0.270 -0.27
C 10.168355 -16.741903 -2.072240 -1.042 0.083 -0.726 -1.52
H 12.624654 -9.819479 5.561813 -0.567 0.484 -0.831 0.27
O 11.411045 -15.716622 4.220543 1.463 -0.243 -0.526 -0.42
O 8.317254 -19.660175 1.099419 2.504 3.836 -0.828 -0.67
C 8.320200 -14.905684 5.346447 0.480 0.379 -0.842 0.22
O 11.307620 -11.869609 4.104454 0.559 -0.608 0.522 -0.20
O 9.259188 -18.466237 -0.640425 -0.811 -0.609 1.305 -0.40
C 10.001280 -10.078695 5.160931 0.817 -0.590 0.061 -1.29
C 11.076381 -10.436270 4.156453 0.025 -0.362 -0.706 0.35
C 10.175281 -16.749420 0.482337 0.468 0.856 1.724 -0.13
C 9.020932 -18.689774 0.707671 -0.886 -2.448 -0.781 0.62
C 10.307200 -17.468654 -0.782332 1.556 -1.702 -0.927 0.92

Entry 3:
11
Properties=species:S:1:pos:R:3:forces:R:3:mulliken_charge:R:1 method="wB97M-V/def2-TZVPD" e_tot_ev=-6185.5076 orbital_gap_ev="9.09 / 9.09" largest_force_ev_per_a=3.395 e_above_lowest_kj_mol=293.1 mol_weight_g_mol=70.09
C -0.018974 0.149955 -0.214440 -1.093 -1.886 2.158 0.72
H 1.526296 1.011444 1.303507 -1.245 -0.209 0.166 0.29
H -0.482681 -1.955429 -0.243331 -0.076 0.265 -0.053 0.33
H -1.494370 -0.139040 1.325503 -0.002 -0.021 -0.312 0.25
H 0.743524 -1.465697 -1.407778 -0.131 0.099 -0.003 0.31
N 1.003041 0.959025 -0.567960 0.693 2.796 1.798 -0.09
C -0.762015 0.526861 0.876408 -0.420 -0.276 -1.104 -0.89
H -0.893368 1.573682 1.124990 0.539 -0.092 0.217 0.36
C -0.189881 -1.155006 -0.930832 0.100 -0.252 -0.242 -1.00
H -0.959323 -1.066562 -1.703237 0.097 -0.080 0.048 0.23
N 1.527751 1.560769 0.437170 1.538 -0.344 -2.672 -0.52